{"formula": "C23H45N2O3P3Pt", "method": "wB97M-V/def2-TZVPD", "symbols": ["Pt", "P", "P", "P", "O", "O", "O", "N", "N", "C", "C", "C", "C", "C", "C", "C", "C", "C", "C", "C", "C", "C", "C", "C", "C", "C", "C", "C", "C", "C", "C", "C", "H", "H", "H", "H", "H", "H", "H", "H", "H", "H", "H", "H", "H", "H", "H", "H", "H", "H", "H", "H", "H", "H", "H", "H", "H", "H", "H", "H", "H", "H", "H", "H", "H", "H", "H", "H", "H", "H", "H", "H", "H", "H", "H", "H", "H"], "positions_angstrom": [[-0.172, 0.815, -2.196], [3.161, -0.428, -0.775], [-0.890, 3.275, -1.591], [-2.212, -1.650, -0.496], [-1.956, 0.889, 0.124], [1.490, 1.667, 0.166], [1.416, -0.031, 2.923], [-0.590, -0.035, 4.004], [0.731, -1.965, 3.960], [3.852, -0.700, 0.887], [-0.848, -2.749, -0.843], [-0.620, 1.552, -4.300], [0.771, 1.515, -4.035], [1.193, 1.000, -0.768], [-0.753, 1.326, 3.581], [-2.826, -1.930, 1.169], [-1.712, -0.718, 4.602], [0.570, -0.648, 3.585], [1.916, -2.639, 3.505], [-3.527, -1.682, -1.713], [1.396, 0.270, -3.788], [0.110, 4.470, -2.549], [3.533, -1.935, -1.732], [0.645, -0.907, -3.800], [-0.747, -0.804, -3.703], [-2.606, 3.507, -2.168], [-0.332, -2.775, 4.505], [-1.509, 0.089, -0.694], [-0.876, 3.927, 0.108], [-1.224, -1.921, 5.370], [4.239, 0.838, -1.518], [-1.399, 0.423, -3.992], [-3.439, -2.846, 1.172], [2.158, -3.450, 4.200], [2.482, 0.253, -3.650], [-4.156, -0.788, -1.590], [0.126, 1.914, 3.871], [-0.288, 5.485, -2.434], [-0.857, 1.404, 2.491], [-2.753, 2.990, -3.122], [1.787, -3.077, 2.502], [0.123, 4.202, -3.610], [-1.358, -1.682, -3.482], [-1.231, -3.781, -0.889], [-2.077, -2.508, 5.718], [1.136, 4.445, -2.167], [2.928, -2.763, -1.338], [-3.282, 3.073, -1.424], [-1.097, 2.486, -4.576], [-0.922, -3.246, 3.696], [3.385, -0.001, 1.595], [4.941, -0.560, 0.857], [-1.322, 4.931, 0.143], [-3.123, -1.696, -2.733], [3.859, 1.112, -2.511], [0.133, -3.575, 5.091], [3.283, -1.791, -2.790], [4.230, 1.732, -0.881], [-2.486, 0.489, -3.952], [-1.452, 3.248, 0.745], [-2.439, -1.028, 3.827], [-0.363, -2.493, -1.794], [3.615, -1.719, 1.220], [-2.833, 4.572, -2.291], [0.154, 3.978, 0.477], [-3.445, -1.083, 1.500], [1.142, -1.877, -3.728], [-0.667, -1.588, 6.251], [-0.107, -2.670, -0.034], [4.600, -2.176, -1.628], [1.370, 2.424, -4.075], [-2.215, -0.008, 5.269], [-4.138, -2.580, -1.546], [-1.992, -2.065, 1.875], [-1.643, 1.747, 4.058], [2.747, -1.930, 3.467], [5.261, 0.448, -1.603]], "mulliken_spin": [0.659, 0.584, 0.335, 0.029, -0.001, 0.208, -0.054, 0.504, 0.411, 0.047, 0.002, 0.115, -0.035, 0.154, -0.012, 0.012, -0.031, -0.039, -0.018, 0.004, 0.112, 0.013, 0.074, 0.051, 0.097, 0.013, -0.016, 0.192, 0.026, 0.012, 0.062, 0.014, 0.003, 0.008, 0.039, 0.000, 0.030, 0.010, 0.035, -0.001, 0.040, -0.001, 0.041, 0.000, -0.002, 0.000, -0.003, -0.002, 0.020, 0.032, 0.004, 0.032, 0.015, -0.001, -0.003, 0.010, -0.008, -0.003, 0.001, -0.004, 0.054, -0.001, -0.001, 0.009, 0.000, 0.001, 0.028, 0.003, 0.001, 0.034, 0.004, 0.018, 0.001, -0.005, 0.005, 0.009, 0.025], "homo_lumo_gap_ev": [6.3, 5.6], "s_squared": 6.047, "charge": 4, "lumo_ev": [-11.068, -14.535], "e_above_lowest_ev": 0.000, "spin_multiplicity": 5}